{"formula": "CH2N2O3", "method": "ωB97M-V with the def2-TZVPD basis set", "species": ["O", "N", "C", "N", "O", "O", "H", "H"], "coordinates": [[-0.828427, 1.802110, 0.093139], [0.211401, 1.554853, -0.292947], [0.773705, -0.095668, 0.049911], [-0.543261, -0.895558, 0.056972], [-1.234971, -0.605075, 0.997666], [-0.776523, -1.568297, -0.931159], [1.226026, 0.043709, 0.975641], [1.172050, -0.236073, -0.949226]], "forces_ev_per_angstrom": [[-1.7, 0.4, 0.5], [2.0, -1.3, -0.1], [-3.9, 0.8, -3.1], [3.1, 1.6, -0.1], [-1.1, -0.7, 0.3], [-0.5, 0.1, 0.6], [1.0, -0.3, 1.3], [1.0, -0.5, 0.6]], "nbo_charge": [-0.1648, 0.2375, -0.2917, 0.5123, -0.3641, -0.3857, 0.2294, 0.2272], "relative_energy_kcal_mol": 101.8, "lumo_energy_ev": -0.6, "total_energy_ha": -374.31690, "max_force_ha_per_bohr": 0.098, "spin_multiplicity": 1}